13
Properties=species:S:1:pos:R:3:forces:R:3 method="wB97M-V/def2-TZVPD" de_lowest_kj_mol=170.03 orbital_gap_ev=5.8 lumo_energy_ev=3.842 total_charge=-1 total_energy_ev=-6776.2298 e_homo_ev=-2.003 max_force_ev_per_a=2.44
O 0.691716 -1.349012 1.198383 0.70 -0.04 -0.12
N -0.856609 1.870167 -1.169594 0.28 0.07 1.24
C -0.310726 0.592977 -0.725769 0.59 -0.66 -2.27
C -0.170804 2.611402 -1.910199 0.33 0.59 0.20
C 0.359503 -2.343925 2.029171 -2.22 0.50 0.27
H 0.794453 2.335301 -2.379541 -0.21 -0.08 0.26
H -0.795995 -2.414927 2.135157 0.40 -0.16 -0.01
H 0.526363 0.278842 -1.386233 -0.01 0.25 0.15
H -0.479661 3.661379 -1.971846 -0.10 -0.21 -0.64
H 0.577104 -3.397686 1.714068 0.59 0.12 0.20
H 0.599801 -2.192479 3.126059 0.58 -0.35 -0.36
H -1.054733 -0.167256 -0.931088 -0.26 -0.19 0.73
H 0.119589 0.515219 0.271432 -0.67 0.17 0.36